# 1
{"formula": "C5H32NO11", "method": "ωB97M-V/def2-TZVPD", "species": ["H", "H", "O", "H", "O", "H", "H", "O", "H", "H", "H", "H", "O", "O", "H", "O", "O", "C", "H", "H", "C", "H", "H", "H", "N", "O", "H", "H", "H", "H", "H", "H", "H", "O", "H", "O", "H", "H", "H", "H", "C", "H", "O", "H", "H", "C", "H", "H", "C"], "xyz": [[-3.897, 1.394, 1.328], [2.747, -3.534, -1.002], [-4.658, 0.788, 1.416], [-1.814, -1.255, -4.268], [0.727, 0.899, 1.564], [-0.944, 0.750, -3.599], [2.894, -3.362, 2.137], [2.585, -2.646, -0.653], [4.479, 1.158, 0.906], [1.536, -3.501, -2.888], [1.614, -1.643, 2.999], [-1.546, -2.087, -2.709], [-3.437, -1.575, 0.406], [0.683, -1.896, 2.965], [1.216, 4.261, 2.185], [-2.524, 2.521, 2.026], [3.285, -2.476, 2.059], [-1.712, -1.127, -3.189], [2.463, 5.013, 1.524], [-0.243, 1.499, -1.473], [-0.626, -0.037, -2.917], [1.873, 1.066, -0.102], [-0.836, -0.400, 1.436], [-0.399, 4.137, -0.954], [-0.826, -0.923, 0.551], [0.328, 3.518, -0.877], [0.354, -0.432, -3.158], [-1.782, 0.615, -1.243], [4.132, 1.202, -0.568], [-4.921, 1.013, 2.319], [-1.797, -0.973, 0.189], [0.912, 3.715, -0.121], [-2.666, -0.652, -2.934], [0.711, -3.011, -2.865], [3.249, -2.566, 0.056], [3.837, 1.535, 0.293], [-0.456, -1.823, 0.860], [-4.096, -1.423, 1.108], [-4.036, -1.975, -0.247], [-2.391, 3.473, 1.981], [0.068, -0.238, -0.407], [0.158, -1.501, 3.662], [1.617, 4.588, 1.380], [-1.767, 2.148, 2.494], [0.873, -2.174, -2.421], [-0.725, 0.530, -1.500], [4.027, -2.432, 2.672], [0.804, -0.933, -0.797], [0.928, 0.774, 0.374]], "atomic_forces_ev_per_a": [[-0.2713, -0.2810, -0.2146], [-0.1451, 0.1858, 0.0018], [0.4179, 0.3413, 0.5077], [0.3255, -0.4172, 0.0303], [-0.0304, 0.8443, -0.4021], [0.6908, 0.2582, -0.1096], [0.2116, 0.2753, 0.1734], [0.4201, -0.2534, 0.1691], [-0.0874, 0.1234, 0.0606], [0.0884, 0.2287, -0.0007], [-0.1927, 0.1966, 0.2285], [-0.1319, 0.0012, 0.0817], [-1.2639, -0.7093, -0.0796], [-0.4374, -0.4465, -0.6627], [0.4868, 0.1559, 0.3918], [0.1518, -0.1658, 0.0309], [-0.0749, -0.0555, -0.0071], [0.1387, 1.1286, -0.3251], [0.0269, -0.0893, 0.4709], [-0.4764, 0.5249, -0.2874], [-1.7076, -0.9069, 0.1106], [-0.4462, 0.7120, -0.0322], [0.1252, 0.3694, -0.1484], [0.2134, 0.3226, 0.3777], [0.1045, -0.0041, 0.1672], [0.3826, -0.8959, -0.1479], [0.2885, 0.3808, -0.1806], [0.0774, 0.2180, 0.2900], [-0.0105, 0.2340, 0.1563], [-0.3276, -0.1547, -0.1330], [0.0816, -0.5357, 0.3762], [-0.5237, 0.6611, -0.2250], [-0.0522, -0.4315, 0.4139], [-0.4594, -0.1866, -0.1501], [-0.3463, 0.2057, -0.0902], [0.3622, -0.3256, -0.2910], [-0.1803, -0.2194, -0.2536], [0.6085, 0.6633, 0.0651], [0.6359, 0.0727, -0.2489], [0.0604, -0.0375, 0.0252], [-0.1488, 1.1861, -0.1618], [0.4608, 0.1793, 0.3099], [-0.4769, -0.1409, -0.7877], [-0.0409, 0.2494, -0.0827], [0.4084, -0.2730, -0.0327], [1.1753, -0.4878, -0.2343], [0.0107, -0.2269, 0.0038], [-0.1084, -0.3525, -0.1635], [-0.0134, -2.1217, 1.0103]], "mulliken_charge": [0.364, 0.274, -0.619, 0.381, -0.616, 0.318, 0.360, -0.585, 0.300, 0.225, 0.337, 0.302, -0.636, -0.606, 0.297, -0.635, -0.629, -1.228, 0.300, 0.086, -0.840, 0.515, 0.282, 0.261, 0.025, -0.569, 0.659, 0.751, 0.318, 0.305, 0.283, 0.316, 0.376, -0.599, 0.295, -0.649, 0.395, 0.279, 0.278, 0.296, 0.753, 0.300, -0.634, 0.298, 0.311, -0.702, 0.269, -0.384, -0.183], "orbital_gap_ev": 10.6438, "charge": 1, "homo_ha": -0.484, "lumo_ev": -2.52, "de_lowest_kcal_mol": 49.0}

***

# 2
{"formula": "C6H17N3S", "method": "ωB97M-V/def2-TZVPD", "species": ["H", "H", "H", "H", "H", "N", "C", "N", "C", "H", "H", "H", "H", "H", "H", "H", "C", "C", "H", "C", "N", "H", "S", "H", "H", "H", "C"], "xyz": [[-2.896, 0.126, -0.564], [1.083, 0.040, 2.686], [-3.475, -0.720, 0.716], [-2.419, 0.891, 2.323], [2.211, 1.059, -4.357], [1.357, 0.173, 1.727], [-0.775, 0.339, 1.025], [0.593, 0.288, 0.745], [1.518, 0.002, -2.107], [2.301, 0.012, 1.459], [-1.224, 1.107, 0.473], [-0.777, -1.208, -0.627], [1.210, -1.094, -2.305], [-0.806, 1.191, 2.971], [-1.543, -0.317, 2.947], [-1.339, -1.823, 1.048], [-1.379, -0.974, 0.320], [-1.396, 0.563, 2.357], [1.402, 0.183, -0.973], [2.854, 0.248, -2.630], [3.011, 0.904, -3.730], [3.739, -0.199, -0.669], [4.402, -0.274, -1.865], [3.958, 1.404, -3.932], [-3.141, -1.541, -0.723], [0.704, 0.580, -2.613], [-2.804, -0.860, -0.037]], "atomic_forces_ev_per_a": [[-0.1576, -0.6273, -0.0771], [-0.5100, 0.1604, 0.7716], [-1.6624, -0.2640, 2.5320], [-0.1938, 0.7924, -0.6026], [0.5679, 0.2825, 0.3411], [-0.5573, -0.4181, -1.7815], [-2.2093, -1.5887, -0.4521], [-0.0654, 0.3151, 2.5092], [-2.1981, -1.6895, 0.8567], [1.2315, 0.0224, 0.3209], [0.0657, 1.3160, -1.8901], [-0.7177, 0.1861, 1.4685], [0.7145, 1.4008, 0.4769], [0.3583, 1.2414, 0.6933], [0.3943, -1.0975, 0.3078], [0.8856, 0.5984, -0.4891], [1.7179, -1.6478, -0.2008], [0.4498, -1.1280, 1.2443], [0.5875, -0.3478, -2.2574], [2.0103, 0.1904, 0.0971], [1.6226, 1.4576, -0.9802], [0.8482, -0.3321, -0.4117], [-2.3959, 0.6422, 0.4548], [-2.2350, -1.5141, -0.0070], [-0.6240, -2.0921, -1.4254], [0.9588, -0.1394, 0.2622], [1.1139, 4.2806, -1.7611]], "mulliken_charge": [0.337, 0.284, 0.413, 0.426, 0.294, -0.186, 0.350, 0.108, -0.458, 0.210, 0.315, 0.014, 0.396, 0.499, 0.476, 0.325, 0.063, -1.765, -0.021, 0.644, -0.346, 0.117, -0.075, 0.297, 0.405, 0.355, -1.477], "orbital_gap_ev": 8.6202, "charge": 2, "homo_ha": -0.655, "lumo_ev": -9.21, "de_lowest_kcal_mol": 42.8}